The following is a quantum chemistry calculation of a 2-piece molecular cluster, C31H30F3N3O2S overall, from the OMol25 dataset.

Results
SMILES ... C=C1N(c2c(C)cc(C)cc2C)C=CN1c1c(C)cc(C)cc1C.O=C1c2ccccc2C(=O)N1SC(F)(F)F
Gap between HOMO and LUMO ... 6.02 eV
HOMO energy ... -6.537 eV
Electronic energy ... -60186.5236 eV
Charge ... 0

```
70
Properties=species:S:1:pos:R:3:forces:R:3
C -1.065743 -0.185697 -7.123970 0.19 -0.04 -0.02
C -1.523018 -0.204659 -5.688694 -0.19 -0.31 0.40
C -2.526127 -1.094999 -5.279084 0.16 0.33 -0.26
C -3.006786 -1.129218 -3.972294 0.87 0.08 0.17
C -4.121814 -2.093233 -3.703177 -0.30 -0.65 -0.08
C -2.393951 -0.286579 -3.011029 -0.75 0.20 -0.71
N -2.847126 -0.312108 -1.655027 0.29 0.44 -0.28
C -2.081301 -0.221696 -0.486870 0.80 -0.80 1.03
C -0.759473 -0.490643 -0.174513 -1.56 0.48 -1.01
N -3.019738 0.047458 0.516769 0.07 0.09 0.47
C -2.653697 0.616823 1.772309 0.05 0.25 -0.12
C -2.727972 2.010139 1.927738 0.50 -0.30 0.34
C -3.423986 2.868470 0.912076 -0.25 0.75 -0.29
C -2.042321 2.569657 3.014787 0.02 -0.35 -0.18
C -1.325442 1.747758 3.902694 -0.33 -0.15 -0.16
C -0.365442 2.336413 4.897242 -0.06 0.00 0.29
C -1.476986 0.352262 3.836141 0.05 0.15 -0.09
C -2.133786 -0.228092 2.747567 -0.10 0.33 0.04
C -2.274250 -1.706327 2.548275 0.06 -0.52 0.34
C -4.288707 0.085590 -0.004407 -1.12 0.16 -0.50
C -4.193301 -0.100834 -1.330606 -0.85 0.31 0.10
C -1.536435 0.740176 -3.450009 0.03 -0.38 0.26
C -1.243703 1.908198 -2.555866 0.65 0.38 0.10
C -1.004763 0.684736 -4.741890 -0.25 -0.13 -0.30
H -0.253846 0.539832 -7.232112 -0.11 -0.14 -0.17
H -0.700033 -1.172105 -7.437993 -0.03 0.21 0.06
H -1.880100 0.091003 -7.811406 0.22 -0.03 0.28
H -2.945273 -1.810741 -6.003308 0.12 0.46 0.28
H -4.493380 -2.093313 -2.679003 0.17 -0.08 -0.13
H -4.973737 -1.890922 -4.375192 0.28 0.08 0.28
H -3.791156 -3.111563 -3.960351 -0.09 0.22 0.21
H -0.519515 -0.424425 0.899395 0.24 -0.08 -1.04
H -0.106410 -0.757265 -1.009124 0.06 0.15 0.66
H -3.419664 3.917380 1.255520 0.00 -0.39 -0.13
H -2.920774 2.859921 -0.074007 -0.20 -0.19 0.45
H -4.483652 2.588853 0.746539 0.64 0.05 0.12
H -2.020769 3.665300 3.115052 0.09 -0.55 0.02
H 0.119758 1.513659 5.435822 -0.02 0.34 0.04
H 0.416374 2.924207 4.391909 -0.28 -0.16 0.15
H -0.881850 2.988150 5.616012 0.22 -0.12 -0.12
H -1.046120 -0.293450 4.623169 -0.12 0.44 -0.58
H -1.783734 -2.227382 3.378811 -0.08 -0.04 -0.23
H -3.332427 -2.019655 2.532728 0.35 0.20 -0.01
H -1.820363 -2.032928 1.600614 -0.11 0.08 0.31
H -5.176937 0.244951 0.622566 0.69 -0.04 -0.46
H -4.967571 -0.014747 -2.093939 0.46 -0.21 0.37
H -0.581317 2.606443 -3.094924 -0.19 -0.23 0.32
H -2.145161 2.485814 -2.269160 0.25 -0.51 -0.22
H -0.749722 1.574934 -1.632485 -0.06 0.29 -0.16
H -0.178218 1.352815 -5.023867 -0.61 -0.05 0.10
F 1.527867 -2.609850 -0.613658 1.16 0.95 0.90
C 2.566324 -2.029624 0.061654 0.02 -1.04 -0.59
F 3.082507 -2.975103 0.897386 -0.08 0.35 -1.25
F 3.497802 -1.645166 -0.851589 -0.45 -0.98 0.53
S 2.141728 -0.598418 1.047900 1.59 0.62 1.24
N 3.810759 -0.520777 1.712767 -1.91 0.07 -0.57
C 4.832361 0.255570 1.146328 -0.48 1.18 -1.46
O 4.671314 1.085224 0.271102 0.41 -1.04 1.03
C 6.068768 -0.157304 1.852582 0.83 0.39 -0.08
C 5.742346 -1.058975 2.835979 0.60 -0.26 0.62
C 6.722622 -1.608322 3.662066 0.08 -0.11 -0.13
C 8.065642 -1.262258 3.438133 -0.27 0.39 -0.29
C 8.397389 -0.328427 2.428480 -0.46 -0.13 0.28
C 7.383575 0.249550 1.648105 0.13 -0.18 -0.07
C 4.270667 -1.257346 2.823419 -1.27 -0.92 0.89
O 3.559870 -1.885207 3.580846 0.97 0.62 -0.78
H 6.429753 -2.314883 4.435635 0.15 0.14 -0.10
H 8.863615 -1.691606 4.057136 -0.45 0.16 -0.30
H 9.445635 -0.043336 2.277855 -0.52 -0.13 0.03
H 7.590920 0.977900 0.868445 0.10 -0.11 0.16
```
Positions in Å, forces in eV/Å.

The following is a quantum chemistry calculation of a 6-piece molecular cluster, C31H30F40N2O9 overall, from the OMol25 dataset.

Results
SMILES ... FC(F)C(F)(F)COC(F)(F)C(F)F.FC(F)C(F)(F)COC(F)(F)C(F)F.FC(F)C(F)(F)COC(F)(F)C(F)F.FC(F)C(F)(F)COC(F)(F)C(F)F.FC(F)C(F)(F)COC(F)(F)C(F)F.CC(=O)N(C(C)=O)N(C)C(=O)O
Gap between HOMO and LUMO ... 10.05 eV
HOMO energy ... -9.913 eV
Electronic energy ... -162738.4571 eV
Charge ... 0

```
112
Properties=species:S:1:pos:R:3:forces:R:3
C 9.357638 -1.414929 4.834309 0.00 0.64 -0.32
C 8.153426 -2.020564 5.531665 0.33 1.62 -1.57
O 8.329320 -2.914072 6.260204 0.28 -3.20 2.23
N 6.783984 -1.607734 5.332044 0.70 0.85 -0.17
C 6.616348 -0.201209 5.026676 -2.34 -0.09 2.60
C 5.721278 0.575507 5.990837 -0.33 -0.70 -0.21
O 7.072183 0.344347 4.104081 1.78 0.94 -2.81
N 6.043161 -2.438603 4.466252 0.70 -0.63 -1.02
C 6.771308 -2.904223 3.280774 -0.05 -0.29 -0.77
C 5.430846 -3.484722 5.204654 2.40 -0.79 -0.90
O 4.507910 -3.295620 5.858653 -3.97 1.31 2.67
O 5.968493 -4.742948 5.163320 0.90 0.03 -0.89
H 9.282077 -1.504736 3.746985 -0.25 0.25 0.14
H 9.490757 -0.358292 5.086317 -0.12 -0.08 -0.18
H 10.265237 -1.945995 5.120539 -0.30 -0.10 0.30
H 4.757628 0.677831 5.472672 0.11 -0.05 0.12
H 5.535156 0.023373 6.911638 0.13 0.21 0.00
H 6.090906 1.588005 6.147759 0.16 -0.17 0.04
H 7.348769 -2.098057 2.829837 -0.15 0.09 0.23
H 6.048518 -3.213137 2.518214 -0.02 0.05 0.23
H 7.413570 -3.776293 3.457854 0.03 0.27 0.22
H 6.422115 -4.866375 6.006938 -0.01 -0.17 0.04
C 2.265792 -1.438075 0.622563 0.17 0.66 0.37
C 0.976125 -2.048780 0.046697 0.59 0.21 -0.39
C 0.653429 -3.480263 0.484268 -0.47 -0.42 0.11
F 1.615840 -4.351184 0.122730 -0.18 0.10 0.03
F -0.495700 -3.890859 -0.106266 0.02 0.18 0.02
F 1.007422 -1.948568 -1.308268 0.25 -0.28 0.31
F -0.052023 -1.260188 0.462630 -0.07 -0.17 0.24
O 3.430648 -1.491105 -0.189931 -0.30 -0.74 -0.33
C 4.200292 -2.641120 -0.179002 -0.28 0.76 0.88
C 4.203564 -3.352973 -1.532894 0.09 -0.22 -0.55
F 2.951550 -3.663001 -1.922343 0.10 0.10 0.04
F 4.902304 -4.506947 -1.442322 0.07 0.10 0.19
F 3.815435 -3.448065 0.828785 0.30 -0.26 -0.16
F 5.461943 -2.254761 0.105345 0.16 -0.13 -0.29
H 2.065182 -0.371657 0.722416 -0.07 -0.01 -0.17
H 2.465181 -1.784765 1.636831 -0.08 -0.26 -0.09
H 0.514852 -3.532565 1.568109 0.06 0.12 0.00
H 4.658299 -2.719393 -2.297584 0.04 0.08 0.11
C -2.664236 0.642261 -2.697718 -0.06 0.43 0.40
C -2.702080 -0.868017 -2.407974 -0.61 0.15 -0.50
C -1.453419 -1.667889 -2.776649 0.40 -0.31 0.04
F -1.175052 -1.607759 -4.096875 -0.10 0.00 0.13
F -1.636164 -2.977527 -2.476190 -0.25 0.01 0.11
F -3.801163 -1.401062 -2.989427 0.10 -0.11 -0.01
F -2.877891 -1.004080 -1.062611 0.35 0.02 0.06
O -3.267300 1.087215 -3.908922 0.23 -0.70 -0.37
C -2.535050 1.040028 -5.080644 0.19 0.50 0.99
C -3.127204 0.058091 -6.094367 -0.27 -0.29 -0.42
F -3.213953 -1.182276 -5.580784 -0.02 0.13 0.02
F -2.333826 -0.006539 -7.188638 0.07 0.20 0.08
F -1.240425 0.787818 -4.818156 0.01 0.02 -0.38
F -2.583397 2.281943 -5.614749 -0.13 -0.07 -0.28
H -3.266568 1.104074 -1.921886 -0.14 -0.20 0.00
H -1.666799 1.062278 -2.566483 0.10 -0.23 -0.15
H -0.583579 -1.318875 -2.221615 -0.33 0.18 -0.11
H -4.126795 0.377900 -6.397573 0.04 0.13 0.06
C -5.890029 6.144959 -1.513696 -0.16 0.72 -0.27
C -4.610375 5.292016 -1.476150 -0.27 0.27 0.69
C -4.695935 3.907238 -2.117036 0.21 -0.47 -0.41
F -5.615911 3.124317 -1.521701 0.21 0.07 -0.06
F -3.498986 3.275010 -1.995969 0.03 0.44 0.13
F -4.173403 5.203845 -0.198983 0.08 -0.14 -0.07
F -3.655988 5.986723 -2.158304 -0.02 -0.11 -0.31
O -6.711757 6.135694 -0.355779 0.22 -0.82 0.11
C -7.628989 5.109434 -0.198465 0.04 0.76 -0.77
C -7.303520 4.226112 1.007235 0.04 -0.28 0.52
F -6.064167 3.703767 0.907971 -0.09 0.12 0.02
F -8.176941 3.196998 1.072191 -0.10 0.13 -0.14
F -7.742743 4.400562 -1.337060 -0.22 -0.18 0.22
F -8.826427 5.691533 0.012331 -0.04 -0.13 0.27
H -5.550754 7.178109 -1.586278 0.13 -0.05 0.13
H -6.469785 5.972849 -2.420733 0.06 -0.28 0.03
H -4.932154 3.980275 -3.182394 0.01 0.11 0.02
H -7.363585 4.803694 1.932253 -0.06 0.10 -0.08
C -1.470546 8.159804 1.001279 -0.69 -0.16 0.36
C -1.166967 8.839652 -0.344987 0.26 0.44 0.60
C -0.421142 7.998192 -1.380291 0.10 -0.22 -0.70
F 0.791957 7.603862 -0.941763 -0.18 0.08 -0.08
F -0.215647 8.727953 -2.504562 -0.17 0.12 0.13
F -0.517871 10.001904 -0.117733 0.06 -0.06 -0.14
F -2.369606 9.173110 -0.896099 -0.05 -0.33 -0.14
O -0.575836 8.413115 2.075722 0.64 0.02 -0.55
C 0.578594 7.656989 2.171634 -1.06 -0.30 0.03
C 1.839048 8.502743 1.982261 0.48 0.34 0.02
F 1.824849 9.140254 0.795905 -0.04 -0.02 0.14
F 2.933929 7.707936 2.006555 -0.14 -0.14 0.10
F 0.530759 6.612400 1.323482 0.34 -0.05 0.17
F 0.598181 7.138719 3.417839 0.28 0.11 0.08
H -2.413486 8.588393 1.339149 0.07 0.17 -0.05
H -1.669195 7.093784 0.885607 0.21 0.00 -0.19
H -1.002463 7.112924 -1.655472 -0.07 0.03 0.12
H 1.922296 9.248412 2.775933 -0.11 -0.08 0.07
C -1.166099 -7.344834 -1.515184 0.66 0.23 0.37
C -1.734242 -6.969282 -2.894266 0.23 -0.70 -0.01
C -3.121062 -6.326432 -2.908023 -0.46 0.53 -0.26
F -4.067651 -7.134968 -2.384518 0.14 0.10 -0.10
F -3.492217 -6.062844 -4.184987 0.23 -0.06 -0.01
F -1.704080 -8.057144 -3.697325 -0.14 0.06 -0.03
F -0.873075 -6.066991 -3.439294 -0.16 0.26 0.17
O -1.320298 -8.693764 -1.090684 -0.76 -0.04 -0.37
C -2.507759 -9.070487 -0.491625 0.77 0.77 0.28
C -3.277712 -10.091808 -1.330613 -0.24 -0.45 -0.27
F -3.536216 -9.615547 -2.563338 0.09 -0.06 0.11
F -4.464820 -10.369735 -0.742426 0.10 0.08 0.17
F -3.251189 -7.988689 -0.193502 -0.23 -0.29 0.14
F -2.180911 -9.647807 0.685063 -0.15 -0.28 -0.04
H -0.087240 -7.218400 -1.599267 -0.02 -0.08 -0.16
H -1.474009 -6.641671 -0.741153 -0.25 0.00 -0.13
H -3.118571 -5.381711 -2.356352 0.13 -0.04 0.04
H -2.704118 -11.016035 -1.429125 0.08 0.05 0.11
```
Positions in Å, forces in eV/Å.

The following is a quantum chemistry calculation of a 6-piece molecular cluster, C31H30F40O8PS2 overall, from the OMol25 dataset.

Results
Gap between HOMO and LUMO ... 5.31 eV
HOMO energy ... -3.868 eV
Electronic energy ... -188670.7419 eV
Charge ... -1

```
112
Properties=species:S:1:pos:R:3:forces:R:3
C 10.715766 1.447289 -0.915958 -0.40 -0.24 0.22
C 9.937503 2.084629 -1.597248 -0.68 0.35 -0.55
C 8.909717 2.766766 -2.381943 1.06 0.34 2.00
C 7.560217 2.296654 -1.797940 0.52 -0.48 -1.10
C 6.333948 2.803949 -2.580885 -0.66 -0.46 1.30
C 5.121416 1.905195 -2.159486 0.55 0.64 0.33
S 3.620397 2.861162 -1.882331 -1.23 -0.54 -1.39
O 3.147837 3.313040 -3.160708 0.87 0.84 -0.32
O 2.617653 2.093508 -1.210887 0.52 -0.01 1.54
O 3.979209 4.190768 -0.994212 0.05 -1.24 -0.58
P 9.201417 4.521167 -2.103642 0.19 -0.53 -1.65
S 8.702999 5.709796 -3.607032 -0.38 0.29 0.19
H 11.080432 0.837680 -0.120003 0.37 0.18 -0.22
H 7.511024 2.513210 -0.711664 -0.49 0.10 -0.26
H 7.556719 1.193861 -1.874367 0.08 0.28 0.05
H 6.449634 2.758071 -3.663855 0.26 0.25 0.22
H 6.135061 3.826869 -2.233911 0.15 -0.05 -0.59
H 4.856989 1.176877 -2.934898 -0.25 0.35 0.09
H 5.380769 1.323086 -1.267152 -0.34 0.37 0.07
H 4.368293 4.811036 -1.635085 0.02 0.07 0.16
H 8.619342 5.019675 -0.899652 0.22 -0.20 0.09
H 10.603053 4.659007 -1.928265 -0.39 -0.21 0.43
C 1.155212 5.543514 -0.040519 0.54 -0.32 -0.07
C -0.366014 5.401615 -0.247884 0.45 -0.12 0.63
C -1.078675 6.557043 -0.952390 -0.44 0.06 -0.39
F -0.993549 7.706054 -0.256203 0.11 -0.05 0.11
F -2.400260 6.270533 -1.075152 0.08 -0.19 0.02
F -0.951490 5.138042 0.943938 -0.18 0.12 0.00
F -0.549236 4.291694 -1.016935 -0.05 0.19 -0.26
O 1.591230 5.962800 1.252190 -0.74 0.57 0.02
C 1.683864 7.310960 1.548581 0.59 -0.80 -0.82
C 0.760022 7.700319 2.703388 -0.23 0.11 0.45
F -0.530828 7.468087 2.392177 0.05 -0.05 -0.14
F 0.880382 9.023041 2.968824 0.17 -0.02 -0.11
F 1.477918 8.062622 0.452349 -0.14 0.24 0.19
F 2.960283 7.535495 1.931074 -0.11 0.16 0.29
H 1.565524 4.540724 -0.136635 -0.14 -0.11 0.07
H 1.631479 6.112759 -0.838056 -0.21 0.22 0.03
H -0.671523 6.716325 -1.954425 0.10 -0.08 0.03
H 1.006397 7.133001 3.603028 0.14 -0.04 -0.07
C -1.284946 1.694155 1.516595 0.13 0.45 -0.50
C -0.469228 1.016833 2.636981 -0.42 0.64 0.18
C -0.490645 -0.512777 2.680970 0.41 -0.42 0.11
F -1.731558 -0.999744 2.898713 -0.11 0.13 -0.05
F 0.284835 -0.951112 3.701480 0.05 0.18 -0.03
F -0.844794 1.530321 3.830532 -0.07 -0.21 0.06
F 0.825845 1.385248 2.450814 0.04 -0.29 -0.20
O -2.569679 2.207511 1.872654 -0.12 -0.77 0.51
C -3.677312 1.387028 1.830340 0.91 0.61 -0.74
C -4.329199 1.247073 3.206332 -0.27 0.02 0.55
F -3.481496 0.693540 4.092963 0.12 -0.03 -0.15
F -5.414093 0.437064 3.126619 -0.04 0.34 -0.23
F -3.375967 0.191397 1.280858 -0.26 -0.18 0.17
F -4.565761 1.974452 0.996339 -0.27 -0.09 0.20
H -0.720022 2.582097 1.236332 0.00 0.02 0.19
H -1.324127 1.091795 0.609335 -0.08 -0.23 0.16
H -0.100316 -0.936999 1.751871 -0.02 0.11 -0.05
H -4.639593 2.220615 3.590680 0.02 0.07 -0.19
C 11.131612 -4.566261 -4.462340 -0.25 -0.30 -0.57
C 12.316415 -4.566043 -3.473816 -0.01 0.61 -0.53
C 11.976864 -4.650333 -1.983962 0.16 -0.17 0.49
F 11.263958 -3.592035 -1.566799 -0.06 0.05 -0.17
F 13.123164 -4.665132 -1.257319 0.08 -0.10 -0.19
F 13.098716 -3.496364 -3.720592 -0.02 0.01 0.18
F 13.066928 -5.670136 -3.769120 -0.19 -0.21 0.21
O 10.717234 -3.312756 -4.988282 0.18 0.26 0.81
C 9.786795 -2.546667 -4.292973 0.00 -0.90 -0.48
C 10.356040 -1.188563 -3.880200 0.22 0.79 0.17
F 11.415280 -1.342364 -3.059172 -0.01 -0.32 -0.08
F 9.423231 -0.484284 -3.218123 -0.27 -0.31 -0.13
F 9.288067 -3.236179 -3.249458 -0.01 0.22 0.14
F 8.754523 -2.342710 -5.140744 0.02 0.25 0.03
H 11.488764 -5.109361 -5.337591 0.16 0.10 0.04
H 10.287792 -5.149417 -4.092479 0.03 0.13 0.28
H 11.421114 -5.565439 -1.758905 -0.01 -0.02 -0.12
H 10.678613 -0.617920 -4.754151 -0.08 -0.12 -0.10
C -5.602535 -1.983313 0.699496 0.03 0.62 -0.17
C -5.544218 -2.849529 1.975284 -0.57 0.24 -0.29
C -4.598795 -4.051674 1.949552 0.33 -0.32 0.34
F -4.947705 -4.951851 1.010383 -0.11 0.10 -0.10
F -4.646273 -4.692661 3.143795 -0.08 0.18 0.05
F -6.802137 -3.235452 2.305814 0.06 -0.20 0.00
F -5.115437 -2.037520 2.976196 0.30 -0.38 -0.09
O -6.698185 -2.206238 -0.186563 0.03 -0.87 0.16
C -6.607244 -3.176197 -1.173944 0.67 0.96 0.24
C -7.667950 -4.259093 -0.989124 -0.07 -0.29 -0.15
F -7.501884 -4.890968 0.190583 0.29 0.14 0.02
F -7.564490 -5.193217 -1.963615 0.14 0.16 -0.10
F -5.362156 -3.679981 -1.241636 -0.11 -0.26 -0.07
F -6.830272 -2.550508 -2.350679 -0.24 -0.20 -0.06
H -5.755246 -0.963912 1.050267 -0.12 -0.09 0.10
H -4.650107 -1.959551 0.171250 0.01 -0.30 0.02
H -3.566898 -3.735089 1.774471 -0.05 0.12 -0.02
H -8.662045 -3.828262 -1.019957 0.10 0.23 -0.16
C -10.495146 -4.762744 2.379095 0.60 -0.28 0.30
C -11.013212 -4.473883 0.954651 -0.38 -0.61 0.52
C -11.399079 -3.026652 0.642532 0.03 0.40 -0.43
F -12.420502 -2.600498 1.406112 0.00 -0.14 0.13
F -11.806406 -2.934560 -0.648534 0.14 -0.18 -0.02
F -12.034525 -5.310638 0.675584 -0.09 0.18 -0.06
F -9.998129 -4.804249 0.102050 -0.51 0.17 0.21
O -11.419888 -5.325741 3.306347 -0.65 0.53 -0.39
C -12.235076 -4.495623 4.059063 1.21 -0.16 -0.08
C -13.716455 -4.749116 3.776088 -0.52 -0.15 -0.04
F -14.011023 -4.502130 2.484799 0.17 0.03 -0.02
F -14.479276 -3.925072 4.531251 0.18 0.02 0.12
F -11.895447 -3.205935 3.892033 -0.31 0.08 0.02
F -11.991642 -4.789896 5.355428 -0.32 -0.06 0.05
H -9.740840 -5.540482 2.259305 -0.11 -0.05 -0.11
H -9.959002 -3.913863 2.803448 -0.21 0.18 -0.09
H -10.546711 -2.353903 0.778617 0.05 -0.09 0.06
H -13.981257 -5.784457 3.999947 0.14 -0.01 0.08
```
Positions in Å, forces in eV/Å.